This record from OMol25 describes an isolated molecule of CH3O4P in a non-equilibrium geometry. The level of theory is the ωB97M-V functional and the def2-TZVPD basis.

Max |F| ... 0.101 hartree/bohr
HOMO energy ... -10.5579 eV
Charge ... 0
ΔE to the lowest compared entry with this formula, charge and spin ... 46.30 kcal per mole
E_tot ... -682.220482 Eh

Element x y z (Å)
C 0.1653 0.2497 0.0845
O 3.4467 -0.2310 0.8308
O 0.8222 -0.6045 0.5591
O -0.7126 0.7804 0.7828
O 2.0996 0.1841 -1.3939
P 2.5795 -0.6745 -0.2410
H 0.4083 0.7591 -0.8298
H 2.3197 -2.0576 -0.8547
H -1.1762 1.5555 0.4837

***

This record from OMol25 describes an isolated ion of composition C12H14NS and charge +1 in a non-equilibrium geometry. The level of theory is the ωB97M-V functional and the def2-TZVPD basis.

Max |F| ... 0.086 hartree/bohr
HOMO energy (alpha / beta) ... -11.0604 / -11.0598 eV
Charge ... +1
SMILES string ... [NH3+]\C1=c2/cccc/c2=C/C=C\SCC1
ΔE to the lowest compared entry with this formula, charge and spin ... 55.67 kcal per mole
E_tot ... -918.211962 Eh

Element x y z (Å)
N 0.1372 2.5012 0.4778
C 0.2258 0.9611 0.6492
C -0.6126 0.3067 -0.2137
C -1.5135 1.0996 -1.0332
C -2.7534 0.6745 -1.2678
C -3.2424 -0.4952 -0.7974
C -2.3344 -1.4066 -0.2510
C -0.9211 -1.0991 -0.0473
C -0.1975 -2.0985 0.5819
C 1.2370 -2.3393 0.5322
C 2.0679 -1.9466 -0.4380
S 2.0859 -0.5050 -1.3445
C 2.4957 0.6397 0.0525
C 1.5259 0.6147 1.2288
H -0.8409 2.7608 0.4912
H 0.6689 2.7956 -0.4156
H 0.5776 2.8473 1.3185
H -1.2335 2.0522 -1.6320
H -3.4408 1.3118 -1.8461
H -4.2662 -0.5925 -0.9985
H -2.5656 -2.4187 0.0116
H -0.8099 -2.7780 1.0203
H 1.5333 -3.1500 1.1651
H 2.9790 -2.5136 -0.4366
H 2.3713 1.6079 -0.5220
H 3.5907 0.4775 0.1712
H 1.2941 -0.4270 1.4751
H 1.9413 1.1194 2.0681

***

This record from OMol25 describes an isolated molecule of C15H18N2O5Si in a non-equilibrium geometry. The level of theory is the ωB97M-V functional and the def2-TZVPD basis.

Max |F| ... 0.123 hartree/bohr
HOMO energy ... -8.2488 eV
Charge ... 0
SMILES string ... O=C1c2ccccc2C(=O)N1C[Si]12OCCN(CCO1)CCO2
ΔE to the lowest compared entry with this formula, charge and spin ... 33.24 kcal per mole
E_tot ... -1357.687777 Eh

Element x y z (Å)
O 0.6548 -0.8901 2.1367
C 0.9690 -1.6041 1.2383
C 1.0243 -3.0640 1.2567
C 0.6217 -3.9883 2.2822
C 0.5174 -5.3533 2.0302
C 0.9832 -5.8066 0.7544
C 1.4540 -4.9342 -0.2042
C 1.4224 -3.5921 0.0848
C 1.8015 -2.4531 -0.7685
O 2.2672 -2.5341 -1.9030
N 1.4826 -1.2932 -0.0078
C 1.9764 -0.0029 -0.3260
Si 0.5663 1.2031 -0.4272
O -0.9329 0.3248 -0.5589
C -1.7800 0.8056 -1.4685
C -2.6521 1.8921 -0.8312
N -1.7991 3.0465 -0.4839
C -1.3547 3.4471 0.8805
C -0.5160 2.4121 1.6224
O 0.6223 2.0804 0.9419
C -1.0725 3.6705 -1.5645
C 0.4765 3.4967 -1.5737
O 0.8200 2.1562 -1.7447
H 0.2430 -3.6416 3.2439
H 0.2743 -6.1196 2.7644
H 1.0639 -6.8808 0.7019
H 1.4864 -5.3679 -1.1610
H 2.2993 -0.0057 -1.3461
H 2.7341 0.1656 0.4706
H -2.4280 -0.0515 -1.6205
H -1.1427 0.9918 -2.3169
H -3.4939 2.1610 -1.4714
H -3.2243 1.5036 0.0221
H -2.1707 3.8168 1.4954
H -0.7161 4.2910 0.7967
H -1.0613 1.4791 1.8066
H -0.2651 2.7371 2.6327
H -1.3777 4.7694 -1.6485
H -1.5343 3.2608 -2.4850
H 0.9548 3.9001 -0.7135
H 0.8060 3.9719 -2.5379

***

This record from OMol25 describes an isolated molecule of C4H6N2O. The level of theory is the ωB97M-V functional and the def2-TZVPD basis.

Max |F| ... 0.007 hartree/bohr
HOMO energy (alpha / beta) ... -7.1350 / -7.1362 eV
Charge ... 0
ΔE to the lowest compared entry with this formula, charge and spin ... 94.16 kcal per mole
E_tot ... -340.644856 Eh

Element x y z (Å)
C 2.2027 -0.0917 -0.1748
O 1.2864 0.5462 -1.0438
C 0.0619 0.2552 -0.7972
C -0.2230 -0.5670 0.3756
N -1.5965 -0.2173 0.5759
C -1.9586 0.6496 -0.3986
N -1.0112 0.9631 -1.2481
H 3.1831 0.3410 -0.3685
H 2.1913 -1.1755 -0.3329
H 0.7270 -0.1857 1.0094
H -0.0460 -1.6469 0.3531
H -2.2143 -0.6232 1.2579
H -2.9578 1.0688 -0.4351

***

This record from OMol25 describes C3H3F3O3S as an isolated structure in a non-equilibrium geometry. The level of theory is the ωB97M-V functional and the def2-TZVPD basis.

Max |F| ... 0.114 hartree/bohr
HOMO energy ... -10.4478 eV
Charge ... 0
ΔE to the lowest compared entry with this formula, charge and spin ... 68.64 kcal per mole
E_tot ... -1039.454954 Eh

Element x y z (Å)
C -0.0964 0.3230 0.7431
C -1.1413 -1.4397 -0.5423
C 0.2436 -0.9620 0.0061
O -1.8441 1.0641 -1.0422
O -2.9919 0.3045 0.9963
O 0.1639 0.5993 1.9755
F -1.6459 -2.4412 0.2272
F 1.2713 -0.9304 -0.8643
F 0.6424 -1.9220 0.9035
S -1.8382 0.2119 0.1270
H 0.5412 1.4397 -0.3312
H -1.3379 -1.6743 -1.6210
H 0.9035 0.0159 2.3611

***

> Which formula does entry 1 have?

CH3O4P

***

> Which of these has the lowest ΔE to the lowest compared entry with this formula, charge and spin?

C15H18N2O5Si